1.
This record from OMol25 describes a molecular structure, C28H58MgO19S5. The level of theory is ωB97M-V/def2-TZVPD.

Its multiplicity is 1. The calculation puts the total energy at -128499.0989 eV. As for the lowest unoccupied orbital energy: -0.012 hartree. The gap between HOMO and LUMO is 7.577 eV. As for the total charge: 0. The calculation puts the energy relative to the best compared isomer or geometry (same formula, charge and spin) at 0.0 kJ/mol. The HOMO energy comes out at -0.29075 Eh.

CARTESIAN COORDINATES (ANGSTROEM)
Mg -23.123 -5.766 20.379
O -24.008 -7.410 21.081
C -25.310 -7.370 20.556
C -25.783 -6.131 19.738
O -24.822 -5.189 19.356
H -26.040 -7.475 21.377
H -25.469 -8.323 20.014
H -26.482 -5.610 20.431
H -26.501 -6.422 18.948
C -26.294 -4.307 15.544
C -24.997 -3.771 16.141
C -23.762 -4.649 16.065
O -22.723 -3.751 15.693
C -23.271 -2.598 15.243
O -22.698 -1.601 14.974
O -24.622 -2.714 15.236
H -27.092 -3.586 15.703
H -26.685 -5.278 15.866
H -26.114 -4.519 14.487
H -25.180 -3.370 17.139
H -23.978 -5.458 15.362
H -23.533 -5.085 17.032
C -22.907 -11.118 20.228
C -22.015 -9.970 20.708
C -21.745 -9.903 22.207
O -20.353 -9.646 22.287
C -19.781 -9.757 21.077
O -18.618 -9.637 20.856
O -20.708 -10.066 20.152
H -22.991 -11.854 21.035
H -22.501 -11.632 19.358
H -23.940 -10.865 19.993
H -22.549 -9.067 20.418
H -22.048 -10.807 22.745
H -22.310 -9.099 22.683
C -28.246 -2.658 21.209
C -27.460 -2.239 19.957
C -27.613 -3.225 18.797
O -27.989 -2.390 17.706
C -28.289 -1.159 18.135
O -28.680 -0.287 17.438
O -28.070 -1.045 19.470
H -27.943 -3.648 21.561
H -29.319 -2.745 21.029
H -28.115 -1.925 22.005
H -26.422 -2.176 20.283
H -28.305 -4.055 18.935
H -26.618 -3.623 18.591
C -26.952 -8.923 23.769
C -25.502 -9.363 23.743
C -24.469 -8.497 24.419
O -23.832 -9.271 25.407
C -24.281 -10.556 25.323
O -23.874 -11.446 25.983
O -25.312 -10.625 24.439
H -27.076 -8.038 23.148
H -27.393 -8.814 24.759
H -27.508 -9.720 23.265
H -25.246 -9.535 22.696
H -24.952 -7.685 24.974
H -23.775 -8.075 23.687
C -20.819 -2.908 17.958
S -22.320 -2.998 18.977
O -22.092 -4.322 19.686
C -21.887 -1.767 20.237
H -19.916 -3.003 18.572
H -20.744 -2.000 17.366
H -20.773 -3.831 17.380
H -21.083 -1.105 19.915
H -21.530 -2.294 21.121
H -22.736 -1.154 20.535
C -23.054 -4.307 24.466
S -24.180 -3.915 23.090
O -23.519 -4.412 21.848
C -25.515 -5.055 23.552
H -23.690 -4.406 25.343
H -22.396 -3.445 24.569
H -22.436 -5.185 24.289
H -25.170 -6.083 23.464
H -26.421 -4.883 22.975
H -25.788 -4.902 24.599
C -27.577 -10.425 16.442
S -25.807 -9.999 16.530
O -25.274 -10.505 15.203
C -26.023 -8.210 16.172
H -28.225 -9.650 16.847
H -27.760 -11.319 17.040
H -27.844 -10.607 15.404
H -26.449 -8.017 15.192
H -25.017 -7.798 16.267
H -26.609 -7.706 16.946
C -19.059 -6.434 20.453
S -20.052 -5.634 21.754
O -21.442 -6.156 21.544
C -19.338 -6.577 23.151
H -19.566 -7.373 20.246
H -18.021 -6.498 20.757
H -19.176 -5.803 19.572
H -18.270 -6.733 23.010
H -19.806 -7.558 23.259
H -19.520 -6.073 24.100
C -28.522 -8.781 19.480
S -29.672 -10.162 19.470
O -29.365 -11.072 20.628
C -31.188 -9.268 19.880
H -28.378 -8.530 20.535
H -28.844 -7.898 18.933
H -27.555 -9.122 19.115
H -31.422 -8.501 19.136
H -31.018 -8.780 20.838
H -32.012 -9.969 19.776

***

2.
This record from OMol25 describes 7 unconnected molecules or ions with the total composition C28H60BrN5O19P. The level of theory is ωB97M-V/def2-TZVPD.

Its multiplicity is 1. The calculation puts the total energy at -155688.4329 eV. As for the lowest unoccupied orbital energy: -0.134 hartree. The gap between HOMO and LUMO is 8.304 eV. As for the total charge: +1. The HOMO energy comes out at -0.43928 Eh.

CARTESIAN COORDINATES (ANGSTROEM)
N -2.806 5.402 4.095
C -3.263 5.726 2.815
N -3.168 4.606 1.693
C -4.353 4.476 1.064
N -4.867 5.398 0.280
Br -3.980 6.907 -0.261
N -5.074 3.334 1.331
C -4.287 2.685 2.445
C -2.901 3.184 2.097
P -1.407 2.761 3.138
N -0.172 3.603 2.359
O -1.200 1.258 2.532
H -1.810 5.304 4.225
H -3.296 4.671 4.590
H -2.692 6.566 2.430
H -4.310 6.029 2.864
H -5.800 5.275 -0.091
H -5.141 2.730 0.515
H -4.681 3.100 3.373
H -4.409 1.606 2.425
H -2.701 2.675 1.142
H -0.164 4.597 2.556
H -0.053 3.461 1.361
H -1.026 0.640 3.261
C 2.747 1.596 2.923
C 2.461 0.154 2.576
O 3.320 -0.751 3.288
C 2.933 -0.991 4.543
O 1.943 -0.541 5.072
O 3.805 -1.814 5.104
C 3.530 -2.150 6.472
H 3.784 1.855 2.714
H 2.097 2.238 2.330
H 2.549 1.785 3.978
H 2.635 -0.047 1.520
H 1.427 -0.108 2.806
H 2.517 -2.532 6.576
H 3.660 -1.276 7.107
H 4.254 -2.916 6.730
C 0.687 6.477 9.795
C 1.811 6.346 8.794
O 1.959 4.985 8.338
C 1.123 4.599 7.388
O 0.276 5.278 6.855
O 1.366 3.318 7.100
C 0.487 2.786 6.109
H 0.833 5.784 10.623
H 0.663 7.492 10.191
H -0.275 6.266 9.328
H 2.773 6.582 9.244
H 1.661 6.995 7.932
H 0.486 3.432 5.234
H -0.527 2.699 6.499
H 0.874 1.802 5.851
C 1.438 -0.615 -4.840
C 2.214 0.417 -4.058
O 1.331 1.300 -3.327
C 0.865 0.819 -2.188
O 1.115 -0.245 -1.685
O 0.036 1.736 -1.653
C -0.577 1.306 -0.439
H 0.711 -0.126 -5.490
H 2.116 -1.202 -5.459
H 0.902 -1.296 -4.180
H 2.770 1.082 -4.716
H 2.914 -0.045 -3.364
H 0.160 0.953 0.277
H -1.304 0.516 -0.629
H -1.090 2.184 -0.056
C -0.752 -2.434 -11.455
C -1.231 -1.878 -10.134
O -0.135 -1.676 -9.217
C 0.567 -0.560 -9.386
O 0.366 0.299 -10.202
O 1.544 -0.548 -8.471
C 2.395 0.603 -8.538
H -0.179 -3.349 -11.299
H -1.607 -2.665 -12.089
H -0.123 -1.712 -11.974
H -1.882 -2.580 -9.617
H -1.764 -0.937 -10.262
H 1.807 1.518 -8.504
H 2.988 0.585 -9.450
H 3.044 0.534 -7.670
C 1.137 -3.259 1.674
C 1.593 -3.956 2.937
O 0.778 -5.105 3.228
C 1.088 -6.207 2.541
O 1.977 -6.314 1.737
O 0.240 -7.170 2.896
C 0.445 -8.419 2.224
H 0.076 -3.009 1.740
H 1.707 -2.343 1.526
H 1.288 -3.898 0.805
H 1.472 -3.313 3.808
H 2.638 -4.255 2.868
H 1.477 -8.744 2.327
H 0.199 -8.325 1.167
H -0.227 -9.121 2.707
C -2.923 -6.412 -4.456
C -1.996 -5.470 -3.721
O -0.745 -5.311 -4.411
C -0.756 -4.449 -5.428
O -1.700 -3.787 -5.784
O 0.451 -4.444 -5.983
C 0.581 -3.581 -7.121
H -2.430 -7.369 -4.632
H -3.821 -6.588 -3.863
H -3.219 -5.991 -5.416
H -1.717 -5.870 -2.748
H -2.454 -4.492 -3.579
H 0.255 -2.571 -6.892
H 0.009 -3.974 -7.958
H 1.637 -3.575 -7.374

***

3.
This record from OMol25 describes a molecular structure, C28H61AlB2NO15. The level of theory is ωB97M-V/def2-TZVPD.

Its multiplicity is 1. The calculation puts the total energy at -70179.1363 eV. As for the lowest unoccupied orbital energy: 0.063 hartree. The gap between HOMO and LUMO is 5.279 eV. As for the total charge: -1. The HOMO energy comes out at -0.13151 Eh.

CARTESIAN COORDINATES (ANGSTROEM)
C 3.790 0.546 -2.076
C 3.010 -0.038 -0.815
B 1.520 -0.590 -1.127
O 1.432 -2.030 -1.430
Al -0.253 0.498 -1.103
C -1.543 -0.418 -2.462
C -2.842 -0.971 -1.736
O -3.297 -0.520 -0.664
B -0.083 2.482 -1.707
N -0.940 3.496 -0.999
O 0.754 3.003 -2.772
H 3.918 -0.212 -2.917
H 4.852 0.782 -1.725
H 3.380 1.534 -2.454
H 3.054 0.742 0.001
H 3.618 -0.938 -0.442
H 0.858 -2.443 -0.761
H -0.999 0.453 0.315
H -1.044 -1.288 -2.990
H -1.865 0.324 -3.264
H -3.419 -1.839 -2.195
H -1.010 3.278 -0.005
H -0.595 4.450 -1.163
H 0.125 3.439 -3.385
O -4.413 -3.355 -2.725
C -5.119 -3.708 -1.810
O -6.391 -4.078 -2.051
C -7.255 -4.686 -1.078
C -7.942 -3.636 -0.230
C -4.628 -3.652 -0.394
H -6.717 -5.423 -0.479
H -8.008 -5.238 -1.644
H -7.223 -3.050 0.345
H -8.642 -4.102 0.467
H -8.489 -2.934 -0.863
H -4.763 -2.639 -0.007
H -3.566 -3.899 -0.386
H -5.113 -4.366 0.267
O 5.740 2.407 -1.053
C 6.919 2.431 -1.300
O 7.333 2.609 -2.570
C 8.695 2.837 -2.944
C 9.444 1.530 -3.106
C 7.938 2.173 -0.226
H 9.186 3.518 -2.244
H 8.663 3.354 -3.905
H 9.489 0.973 -2.168
H 10.465 1.711 -3.449
H 8.937 0.889 -3.831
H 8.066 1.096 -0.103
H 7.571 2.600 0.708
H 8.905 2.637 -0.415
O -6.055 -5.397 2.117
C -6.765 -5.750 3.025
O -8.034 -6.118 2.776
C -8.899 -6.726 3.745
C -9.591 -5.679 4.592
C -6.281 -5.698 4.446
H -8.359 -7.463 4.344
H -9.647 -7.281 3.176
H -8.875 -5.091 5.170
H -10.292 -6.148 5.286
H -10.139 -4.978 3.959
H -6.419 -4.688 4.834
H -5.220 -5.946 4.459
H -6.771 -6.413 5.105
O -2.615 6.261 5.677
C -2.951 5.719 4.651
O -3.935 4.807 4.669
C -4.533 4.247 3.490
C -3.735 3.067 2.977
C -2.221 5.982 3.363
H -4.685 5.013 2.727
H -5.527 3.907 3.787
H -2.728 3.362 2.680
H -4.229 2.613 2.116
H -3.626 2.312 3.759
H -1.336 5.346 3.317
H -1.914 7.027 3.348
H -2.829 5.828 2.473
O 2.350 -1.132 -6.011
C 2.046 -2.255 -5.695
O 2.345 -3.284 -6.516
C 2.198 -4.661 -6.157
C 0.785 -5.145 -6.408
C 1.257 -2.525 -4.444
H 2.524 -4.835 -5.129
H 2.887 -5.216 -6.797
H 0.061 -4.605 -5.796
H 0.698 -6.211 -6.187
H 0.505 -4.977 -7.451
H 0.196 -2.382 -4.653
H 1.569 -1.820 -3.678
H 1.418 -3.518 -4.028
O 8.576 3.590 3.262
C 7.768 4.460 3.475
O 6.940 4.852 2.493
C 5.826 5.735 2.682
C 6.259 7.185 2.606
C 7.734 5.177 4.795
H 5.294 5.503 3.607
H 5.132 5.523 1.867
H 6.966 7.436 3.399
H 5.396 7.848 2.690
H 6.762 7.382 1.657
H 8.476 5.977 4.788
H 7.982 4.464 5.582
H 6.758 5.586 5.049

***

4.
This record from OMol25 describes 10 unconnected molecules or ions with the total composition C28H61FN2O10S9. The level of theory is ωB97M-V/def2-TZVPD.

Its multiplicity is 1. The calculation puts the total energy at -153702.4337 eV. As for the lowest unoccupied orbital energy: -0.016 hartree. The gap between HOMO and LUMO is 7.378 eV. As for the total charge: 0. The HOMO energy comes out at -0.28700 Eh.

CARTESIAN COORDINATES (ANGSTROEM)
O -2.167 3.758 -3.463
C -3.192 3.666 -2.774
F -4.318 4.493 -3.164
C -3.396 2.777 -1.466
C -2.977 1.241 -1.624
C -3.472 0.228 -0.555
N -3.222 -1.176 -0.538
C -2.386 -1.514 -1.658
C -1.951 -3.035 -1.790
C -1.035 -3.588 -2.914
C -0.540 -2.584 -4.009
C -0.979 -1.088 -3.908
C -1.873 -0.535 -2.744
N -2.187 0.869 -2.750
H -4.525 2.784 -1.219
H -2.863 3.195 -0.531
H -4.124 0.647 0.301
H -2.340 -3.772 -0.982
H -0.759 -4.713 -2.906
H 0.139 -2.952 -4.852
H -0.590 -0.409 -4.757
C -0.943 -8.808 -4.390
S 0.458 -8.075 -3.519
O 0.128 -6.635 -3.267
C 1.599 -8.136 -4.918
H -1.796 -8.837 -3.711
H -1.196 -8.205 -5.264
H -0.690 -9.826 -4.696
H 1.187 -7.575 -5.759
H 1.768 -9.175 -5.206
H 2.545 -7.687 -4.613
C -3.038 -7.636 0.466
S -2.045 -6.136 0.311
O -2.355 -5.529 -1.025
C -0.459 -6.970 0.158
H -4.088 -7.350 0.535
H -2.892 -8.272 -0.410
H -2.748 -8.172 1.372
H -0.481 -7.640 -0.700
H -0.247 -7.531 1.071
H 0.315 -6.216 0.011
C -1.792 8.913 -5.949
S -2.271 8.314 -4.314
O -1.485 9.089 -3.304
C -1.496 6.692 -4.475
H -2.144 9.940 -6.058
H -0.706 8.889 -6.051
H -2.256 8.289 -6.715
H -0.428 6.808 -4.670
H -1.969 6.141 -5.290
H -1.637 6.147 -3.542
C -2.582 -2.203 4.983
S -2.213 -2.672 3.278
O -0.995 -3.539 3.302
C -1.698 -1.028 2.742
H -2.892 -3.096 5.527
H -1.692 -1.781 5.454
H -3.393 -1.474 4.993
H -0.865 -0.680 3.354
H -2.539 -0.337 2.826
H -1.383 -1.087 1.699
C 1.299 -4.264 5.714
S 2.344 -5.556 5.010
O 2.072 -6.816 5.766
C 3.906 -4.883 5.620
H 0.259 -4.499 5.488
H 1.435 -4.221 6.797
H 1.557 -3.303 5.266
H 3.878 -4.803 6.708
H 4.077 -3.900 5.176
H 4.711 -5.557 5.326
C 2.352 10.538 0.426
S 2.775 9.121 -0.610
O 4.103 9.404 -1.237
C 1.509 9.421 -1.861
H 3.049 10.574 1.265
H 2.433 11.460 -0.152
H 1.335 10.421 0.806
H 1.642 10.413 -2.296
H 0.520 9.341 -1.406
H 1.609 8.667 -2.642
C 5.008 11.760 -3.383
S 6.460 12.599 -4.052
O 6.036 13.974 -4.459
C 6.574 11.601 -5.553
H 4.727 12.247 -2.448
H 4.179 11.828 -4.090
H 5.249 10.714 -3.186
H 5.647 11.679 -6.124
H 6.764 10.560 -5.285
H 7.402 11.977 -6.155
C -1.433 -10.809 5.071
S -0.431 -9.311 4.942
O -0.741 -8.677 3.623
C 1.153 -10.160 4.774
H -2.481 -10.518 5.147
H -1.293 -11.430 4.183
H -1.146 -11.363 5.966
H 1.133 -10.821 3.906
H 1.356 -10.735 5.680
H 1.933 -9.409 4.641
C -1.536 3.266 5.186
S -0.481 1.971 4.499
O -0.753 0.717 5.267
C 1.074 2.654 5.112
H -2.574 3.024 4.956
H -1.407 3.317 6.269
H -1.279 4.225 4.731
H 1.039 2.743 6.199
H 1.246 3.632 4.660
H 1.883 1.979 4.829

***

> The highest HOMO belongs to which entry?

C28H61AlB2NO15

***

> Look up the gap between HOMO and LUMO of the first one.

7.577 eV

***

> Which of these has the lowest HOMO?

C28H60BrN5O19P

***

> Number 2 is which compound?

C28H60BrN5O19P